C19H21N5O6S2 | the ωB97M-V functional and the def2-TZVPD basis

Results
E_HOMO   -8.99 eV

Bonds (Å) are listed after each position.
CARTESIAN COORDINATES (ANGSTROEM)
1 S -1.558 -5.411 2.847  C15 1.828, C30 1.720
2 S 1.406 4.956 -1.947  O5 1.431, O6 1.432, N10 1.669, C31 1.798
3 O -3.599 0.451 -1.331  C32 1.212
4 O 1.724 -6.078 2.938  C27 1.210
5 O 1.259 5.535 -3.248  S2 1.431
6 O 2.709 4.567 -1.498  S2 1.432
7 O 2.243 -1.927 0.191  C14 1.342, C23 1.349
8 O -2.284 -3.874 0.801  C19 1.356, C30 1.351
9 N -1.206 -2.002 1.168  N13 1.350, C19 1.290
10 N 0.801 6.049 -0.840  S2 1.669, C22 1.440, C24 1.440
11 N 1.565 -3.819 2.885  C16 1.452, C27 1.349, H52 1.015
12 N -1.811 -0.930 -1.309  C25 1.439, C32 1.359, H35 1.010
13 N -0.919 -2.846 2.182  N9 1.350, C30 1.301
14 C 1.612 -1.784 -0.984  O7 1.342, C26 1.362, H40 1.073
15 C -0.178 -5.057 3.991  S1 1.828, C27 1.529, H33 1.087, H47 1.089
16 C 2.627 -3.624 1.913  N11 1.452, C23 1.495, H46 1.093, H48 1.093
17 C 1.298 -3.874 -0.314  C23 1.366, C26 1.416, H39 1.071
18 C 0.604 2.540 -0.907  C20 1.385, C31 1.382, H51 1.079
19 C -2.011 -2.618 0.370  O8 1.356, N9 1.290, C25 1.484
20 C -0.265 1.472 -0.761  C18 1.385, C29 1.393, H41 1.081
21 C -0.843 3.500 -2.579  C28 1.384, C31 1.382, H49 1.078
22 C 0.956 5.664 0.539  N10 1.440, H34 1.087, H36 1.090, H37 1.098
23 C 2.061 -3.201 0.596  O7 1.349, C16 1.495, C17 1.366
24 C -0.471 6.629 -1.191  N10 1.440, H44 1.090, H45 1.087, H50 1.098
25 C -2.552 -2.097 -0.910  N12 1.439, C19 1.484, H42 1.097, H43 1.098
26 C 1.008 -2.950 -1.347  C14 1.362, C17 1.416, H38 1.071
27 C 1.137 -5.056 3.210  O4 1.210, N11 1.349, C15 1.529
28 C -1.721 2.441 -2.426  C21 1.384, C29 1.392, H53 1.079
29 C -1.427 1.418 -1.529  C20 1.393, C28 1.392, C32 1.494
30 C -1.561 -3.951 1.939  S1 1.720, O8 1.351, N13 1.301
31 C 0.311 3.535 -1.820  S2 1.798, C18 1.382, C21 1.382
32 C -2.398 0.294 -1.367  O3 1.212, N12 1.359, C29 1.494
33 H -0.380 -4.114 4.493  C15 1.087
34 H 1.937 5.209 0.639  C22 1.087
35 H -0.805 -1.000 -1.260  N12 1.010
36 H 0.906 6.553 1.168  C22 1.090
37 H 0.183 4.955 0.863  C22 1.098
38 H 0.444 -3.136 -2.239  C26 1.071
39 H 0.996 -4.900 -0.258  C17 1.071
40 H 1.685 -0.829 -1.468  C14 1.073
41 H -0.060 0.703 -0.031  C20 1.081
42 H -2.503 -2.887 -1.669  C25 1.097
43 H -3.600 -1.790 -0.795  C25 1.098
44 H -0.596 7.571 -0.657  C24 1.090
45 H -0.453 6.823 -2.260  C24 1.087
46 H 3.313 -2.853 2.273  C16 1.093
47 H -0.188 -5.889 4.694  C15 1.089
48 H 3.151 -4.579 1.822  C16 1.093
49 H -1.029 4.292 -3.287  C21 1.078
50 H -1.312 5.966 -0.948  C24 1.098
51 H 1.517 2.608 -0.336  C18 1.079
52 H 0.915 -3.046 2.988  N11 1.015
53 H -2.635 2.389 -2.996  C28 1.079